36
Properties=species:S:1:pos:R:3:forces:R:3 method="wB97M-V/def2-TZVPD" e_tot_ha=-3281.5491 orbital_gap_ev=7.80 e_above_lowest_kcal_mol=18.9 homo_ev=-8.3 molar_mass_g_mol=458.10 charge=0
Ag 6.4082 -12.8583 7.5850 -0.7 -0.8 -0.1
C 12.5885 -11.0117 9.3953 -0.2 -1.8 -0.6
C 11.8728 -9.9148 8.9921 -1.8 0.9 -0.4
C 10.6045 -9.9776 8.3643 0.5 -2.3 1.5
C 9.9919 -11.2577 8.2426 2.4 0.6 -1.6
C 10.8115 -12.3822 8.4895 -0.5 -1.1 0.8
C 12.0614 -12.3009 9.1476 -1.0 2.2 -0.8
As 8.4083 -11.4129 7.1179 -0.4 1.4 0.2
C 7.3949 -10.1539 8.1903 -1.9 -0.6 1.8
C 6.9433 -10.4396 9.5398 -0.1 1.2 -1.3
C 6.1077 -9.4733 10.1237 1.4 -0.9 -2.2
C 5.7740 -8.3021 9.4374 -0.6 0.8 1.7
C 6.2717 -7.9625 8.2002 0.9 -1.7 -0.1
C 6.9945 -8.9874 7.5193 0.0 0.7 0.9
C 7.6455 -8.7877 6.2180 0.8 -0.5 0.2
C 7.7599 -7.5369 5.5918 0.8 -0.8 -0.8
C 8.7736 -7.3926 4.6175 -0.4 -0.5 0.7
C 9.6117 -8.4903 4.2985 0.3 1.7 -1.0
C 9.4850 -9.7160 4.8900 -1.3 -0.4 1.5
C 8.4736 -9.8709 5.8519 0.8 0.2 -0.1
H 13.6110 -10.9470 9.7537 -0.3 0.3 0.3
H 12.1785 -8.9295 9.2526 0.7 0.6 -0.1
H 10.0660 -9.0945 8.1110 -0.2 0.6 -0.2
H 10.4065 -13.3915 8.2302 0.4 0.9 0.3
H 12.6649 -13.1321 9.4101 0.1 -0.9 0.0
H 7.2565 -11.3374 10.1004 -0.1 0.6 -0.5
H 5.8296 -9.5762 11.1194 -0.7 -0.3 1.5
H 5.1699 -7.6271 10.0834 0.5 0.0 -1.0
H 6.3238 -6.9496 7.8337 -0.7 0.0 -0.2
H 7.0916 -6.7437 5.9154 0.4 0.1 -0.3
H 9.0025 -6.4102 4.1975 -0.3 -0.4 -0.1
H 10.4036 -8.3048 3.5603 -0.3 -0.2 0.4
H 10.1853 -10.5252 4.8377 0.4 -0.1 -0.8
O 4.7171 -14.4622 6.9163 1.8 -0.2 3.0
N 4.9160 -15.2066 7.9691 -1.4 -0.3 -1.3
O 5.4816 -14.7619 8.9721 0.2 1.2 -1.7


8
Properties=species:S:1:pos:R:3:forces:R:3 method="wB97M-V/def2-TZVPD" e_tot_ha=-761.1887 orbital_gap_ev=8.21 e_above_lowest_kcal_mol=41.6 homo_ev=-9.0 molar_mass_g_mol=90.00 charge=0
C 1.0042 0.5982 -0.6188 -1.0 2.6 -1.5
C 0.2854 0.0091 0.2932 -2.8 1.4 1.9
P -2.1000 -0.4794 -0.6387 -0.4 -0.2 -0.3
P -1.7339 0.8101 0.8553 2.7 -1.5 -1.3
H 1.8882 0.1054 -0.9766 0.5 0.2 -0.3
H 0.6179 1.6157 -1.1369 1.2 -2.6 1.2
H 0.4816 -0.9043 0.8228 0.2 -0.2 0.0
H -3.4918 -0.3625 -0.8933 -0.4 0.2 0.3


12
Properties=species:S:1:pos:R:3:forces:R:3 method="wB97M-V/def2-TZVPD" e_tot_ha=-1382.2252 orbital_gap_ev=9.21 e_above_lowest_kcal_mol=10.1 homo_ev=-8.9 molar_mass_g_mol=262.50 charge=0
H -1.5684 -1.8653 2.1721 2.2 2.4 -0.8
N -0.8339 -1.1103 1.7768 -4.4 -3.8 0.7
C 0.2160 -0.9667 2.3480 3.4 2.4 0.2
Cl 0.8603 -1.3633 3.9708 -0.5 0.0 -1.1
S 1.4287 0.2425 1.3256 -0.6 -1.3 1.9
N 0.4757 0.1468 0.0190 -0.4 1.1 -2.1
C 0.4715 0.8673 -1.0273 -0.6 -0.7 0.3
C -0.5623 0.5276 -2.1449 0.4 -0.2 3.5
I 1.9600 2.3822 -1.3168 -0.4 -0.1 -0.1
H -1.3067 1.2216 -2.4235 -0.6 1.4 0.2
H -1.0516 -0.3298 -1.7004 -0.3 -0.3 -0.2
H -0.0893 0.2474 -2.9995 1.6 -0.9 -2.5


86
Properties=species:S:1:pos:R:3:forces:R:3 method="wB97M-V/def2-TZVPD" e_tot_ha=-4490.2561 orbital_gap_ev="7.01 / 6.33" homo_ev="-12.5 / -12.8" molar_mass_g_mol=822.79 charge=+2 multiplicity=3
Au -1.1122 0.1207 0.9440 0.2 0.5 -0.2
C 5.4397 -0.0097 4.3771 -0.1 0.0 0.0
C 4.3191 -0.2263 3.3945 0.0 0.0 0.1
C 4.4797 -0.9113 2.2270 0.1 0.0 0.0
C 3.4270 -1.1069 1.2870 0.0 0.0 -0.1
C 3.8188 -1.7662 0.1115 0.1 0.0 0.1
N 3.2824 -1.8978 -1.0841 -0.2 0.0 -0.1
C 2.1584 -1.1855 -1.6997 0.1 -0.1 0.0
C 1.7198 -1.8705 -2.9897 0.0 0.0 0.0
C 0.8842 -3.1234 -2.7664 -0.1 0.0 0.1
N -0.4026 -2.7634 -2.1708 0.1 -0.1 0.0
C -1.4966 -3.4599 -2.2439 0.0 0.0 -0.1
C -2.6466 -3.2283 -1.4494 0.0 -0.1 -0.1
C -3.7245 -4.1329 -1.5465 0.0 0.0 -0.1
C -4.7809 -4.1034 -0.6710 -0.1 0.0 0.1
C -5.9569 -5.0385 -0.7792 0.1 0.0 0.0
C -4.6794 -3.1899 0.3877 -0.1 -0.1 0.0
C -3.6469 -2.2752 0.5404 0.0 0.1 0.1
C -3.5997 -1.5442 1.8031 0.0 -0.2 -0.1
N -2.6608 -0.7918 2.2166 0.0 0.3 0.1
C -2.7408 -0.1936 3.5545 0.0 0.0 0.0
C -2.7262 1.3339 3.4741 0.1 0.0 -0.1
C -1.3291 1.9762 3.3422 0.0 -0.1 -0.1
N -0.3517 1.1188 2.6531 -0.1 -0.2 0.3
C 0.7537 0.8523 3.2430 0.1 0.1 -0.1
C 1.9440 0.1326 2.8039 -0.1 0.0 0.0
C 3.0343 0.2963 3.6371 0.1 0.0 0.1
C 2.0735 -0.7014 1.6157 -0.1 0.1 0.0
O 1.0933 -1.1086 0.9576 0.0 -0.1 0.1
C -2.6427 -2.1987 -0.4637 0.1 0.2 0.0
O -1.7352 -1.2824 -0.5409 0.1 -0.1 -0.1
H 6.3574 -0.4871 4.0386 0.0 0.0 0.0
H 5.1896 -0.4241 5.3546 0.0 0.0 0.0
H 5.6463 1.0530 4.5116 0.0 0.0 0.0
H 5.4606 -1.3104 1.9863 0.0 0.0 0.0
H 4.7944 -2.2417 0.1669 0.0 0.0 0.0
H 3.8459 -2.4337 -1.7297 0.0 0.0 0.0
H 2.4786 -0.1653 -1.9110 0.1 0.1 0.0
H 1.3625 -1.1194 -0.9590 0.0 0.0 0.0
H 2.5868 -2.1326 -3.6019 0.0 0.0 0.0
H 1.1440 -1.1508 -3.5750 0.0 0.0 0.0
H 1.3968 -3.8097 -2.0875 0.0 0.0 0.0
H 0.7074 -3.6508 -3.7022 0.0 0.0 0.0
H -0.4545 -1.9870 -1.5033 0.0 0.0 0.0
H -1.4923 -4.3121 -2.9191 0.0 0.0 0.0
H -3.7003 -4.8815 -2.3330 0.0 0.0 0.0
H -5.8550 -5.7014 -1.6365 0.0 0.0 0.0
H -6.8881 -4.4829 -0.8965 0.0 0.0 0.0
H -6.0520 -5.6571 0.1140 0.0 0.0 0.0
H -5.4486 -3.2123 1.1553 0.0 0.0 0.0
H -4.4360 -1.7397 2.4799 0.0 0.0 0.0
H -1.8842 -0.5526 4.1291 0.0 0.0 0.0
H -3.6429 -0.5410 4.0616 0.0 0.0 0.0
H -3.1876 1.7357 4.3759 0.0 0.0 0.0
H -3.3597 1.6396 2.6393 0.0 0.0 0.0
H -0.9317 2.2463 4.3229 0.0 -0.1 0.0
H -1.4188 2.8955 2.7624 0.0 0.0 0.0
H 0.8754 1.3066 4.2296 0.0 0.0 0.0
H 2.8929 0.8730 4.5481 0.0 0.0 0.0
C 1.3943 4.9506 -1.2418 -0.1 0.1 -0.1
Si 1.9154 3.3152 -0.5493 0.0 -0.1 0.1
C 3.2608 2.5447 -1.5757 0.1 -0.1 -0.1
C 2.4572 3.4596 1.2147 0.0 0.0 0.2
As 0.0065 1.8886 -0.6544 -0.3 -0.3 0.0
Si -1.2004 2.4226 -2.6437 0.0 -0.1 0.1
C -2.4199 1.0354 -2.8240 -0.1 -0.1 0.0
C 0.0202 2.4526 -4.0445 0.1 0.0 -0.1
C -2.0414 4.0521 -2.4003 -0.1 0.2 0.1
H 2.2438 5.6373 -1.1796 0.0 0.0 0.0
H 0.5666 5.3886 -0.6810 0.0 0.0 0.0
H 1.1017 4.8774 -2.2906 0.0 0.0 0.0
H 4.0468 3.2911 -1.7272 0.0 0.0 0.0
H 2.9123 2.2285 -2.5611 0.0 0.0 0.0
H 3.7095 1.6912 -1.0619 0.0 0.0 0.0
H 3.3003 4.1557 1.2631 0.0 0.0 0.0
H 2.7894 2.4972 1.6095 0.0 0.0 0.0
H 1.6643 3.8484 1.8577 0.0 0.0 0.0
H -1.9163 0.0665 -2.8003 0.0 0.0 0.0
H -2.9733 1.1162 -3.7633 0.0 0.0 0.0
H -3.1413 1.0522 -2.0028 0.0 0.0 0.0
H 0.4036 1.4511 -4.2551 0.0 0.0 0.0
H 0.8683 3.1074 -3.8368 0.0 0.0 0.0
H -0.4667 2.8211 -4.9518 0.0 0.0 0.0
H -2.7295 4.0187 -1.5535 0.0 0.0 0.0
H -2.6224 4.2893 -3.2964 0.0 0.0 0.0
H -1.3314 4.8628 -2.2360 0.0 0.0 0.0


16
Properties=species:S:1:pos:R:3:forces:R:3 method="wB97M-V/def2-TZVPD" e_tot_ha=-648.4681 orbital_gap_ev=5.98 e_above_lowest_kcal_mol=39.8 homo_ev=-2.7 molar_mass_g_mol=108.19 charge=-1
C 1.8313 -0.9398 0.5512 0.4 0.2 -0.2
S 2.1276 0.1794 -0.8354 -0.1 -0.1 -0.2
C 1.0123 1.5077 -0.3467 0.0 -0.1 0.4
H 0.7962 -1.2751 0.5733 0.1 0.1 0.1
H 2.5277 -1.7616 0.3943 -0.1 -0.2 0.1
H 2.1037 -0.4258 1.4690 -0.1 -0.1 0.2
H 1.5052 2.1638 0.3699 0.0 0.1 0.0
H 0.1361 1.0695 0.1456 -0.1 0.1 -0.1
H 0.7259 2.0692 -1.2301 -0.1 0.1 -0.1
N -2.1175 0.0565 -0.9462 0.1 0.3 -0.4
C -1.8319 -0.7758 0.2938 0.1 -0.2 -0.6
O -1.5810 -0.0681 1.3763 0.2 0.1 0.2
H -1.2806 0.1345 -1.5200 0.0 -0.2 0.1
H -2.2459 1.0000 -0.5865 -0.2 -0.1 0.1
H -1.0057 -1.4755 -0.0383 0.0 0.1 -0.1
H -2.7036 -1.4589 0.3298 -0.3 -0.1 0.4


22
Properties=species:S:1:pos:R:3:forces:R:3 method="wB97M-V/def2-TZVPD" e_tot_ha=-441.4659 orbital_gap_ev=6.58 e_above_lowest_kcal_mol=134.3 homo_ev=-5.8 molar_mass_g_mol=131.18 charge=0
C -0.0736 -0.6824 0.0039 -1.7 0.3 -0.7
C 0.5013 0.4950 -0.5119 2.6 -0.9 1.3
C 2.4386 0.0421 0.4464 -0.8 0.8 -0.6
C -0.1480 -1.9124 -0.8454 -0.1 0.2 0.0
C -2.4278 1.7038 -0.3025 0.2 0.1 0.0
C -1.6247 0.7003 -1.1055 -0.4 -1.0 0.0
N -0.3483 -0.7966 1.3167 0.2 0.2 0.1
O 2.0726 0.4917 1.7684 0.2 0.0 0.0
O -1.9196 0.3592 -2.2181 0.2 0.2 0.2
H 2.8423 0.5230 2.3486 0.0 0.0 -0.1
H 0.0858 -0.1054 1.9252 0.0 -0.3 -0.2
H -0.4104 -1.7231 1.7080 -0.2 0.1 -0.1
H 0.5203 1.3901 0.0908 -0.2 0.1 -0.1
H 0.8001 0.5130 -1.5466 -0.2 0.1 0.0
H 2.8473 -0.9735 0.4633 -0.1 0.0 -0.1
H 3.1205 0.7458 -0.0398 0.1 -0.1 0.2
H -0.7327 -2.7016 -0.3717 0.0 0.0 0.0
H 0.8659 -2.2780 -1.0212 0.1 0.0 0.0
H -0.5947 -1.6726 -1.8105 0.0 0.1 0.0
H -1.8566 2.6342 -0.2438 0.0 0.0 0.0
H -2.5643 1.3420 0.7178 0.0 0.0 0.0
H -3.3941 1.9052 -0.7722 0.1 -0.1 0.0